Computed, not measured: 7 unconnected molecules or ions with the total composition C47H79B3F18O16, with ωB97M-V/def2-TZVPD.

Bonds (Å) are listed after each position.
Cartesian coordinates (Å):
1 C 7.116 -0.145 2.185  C2 1.534, H31 1.093, H32 1.091, H33 1.089
2 C 7.503 0.439 0.820  C1 1.534, C3 1.532, H34 1.092, H35 1.094
3 C 8.958 0.907 0.699  C2 1.532, C4 1.537, H36 1.096, H37 1.091
4 C 9.542 1.736 1.855  C3 1.537, C5 1.538, H38 1.093, H39 1.093
5 C 8.647 2.806 2.504  C4 1.538, C6 1.535, H40 1.095, H41 1.091
6 C 7.873 3.735 1.557  C5 1.535, C7 1.526, H42 1.097, H43 1.092
7 C 8.662 4.222 0.346  C6 1.526, C8 1.533, H44 1.092, H45 1.094
8 C 8.008 5.443 -0.310  C7 1.533, C9 1.535, H46 1.095, H47 1.093
9 C 6.561 5.165 -0.741  C8 1.535, C10 1.537, H48 1.094, H49 1.097
10 C 6.160 5.856 -2.054  C9 1.537, C11 1.532, H50 1.094, H51 1.092
11 C 4.665 6.168 -2.172  C10 1.532, C12 1.531, H52 1.094, H53 1.095
12 C 3.710 5.018 -1.840  C11 1.531, C13 1.543, H54 1.094, H55 1.091
13 C 2.322 5.566 -1.445  C12 1.543, C14 1.534, H56 1.095, H57 1.093
14 C 1.162 4.635 -1.819  C13 1.534, B15 1.563, H58 1.092, H59 1.098
15 B 1.184 3.251 -1.094  C14 1.563, O16 1.387, O30 1.388
16 O 1.243 3.156 0.288  B15 1.387, B17 1.389
17 B 0.752 1.973 0.825  O16 1.389, C18 1.559, O23 1.394
18 C -0.230 1.917 2.035  B17 1.559, C19 1.545, H60 1.092, H61 1.097
19 C -1.407 0.944 1.795  C18 1.545, C20 1.549, H62 1.091, H63 1.093
20 C -2.562 1.592 0.993  C19 1.549, C21 1.534, C22 1.542, H64 1.094
21 C -2.503 1.148 -0.475  C20 1.534, H65 1.093, H66 1.092, H67 1.094
22 C -3.940 1.260 1.600  C20 1.542, H68 1.090, H69 1.090, H70 1.091
23 O 1.173 0.800 0.200  B17 1.394, B24 1.377
24 B 1.244 0.854 -1.175  O23 1.377, O25 1.369, O30 1.389
25 O 1.522 -0.269 -1.906  B24 1.369, C26 1.452
26 C 2.640 -0.018 -2.798  O25 1.452, C27 1.524, H71 1.089, H72 1.093
27 C 3.330 -1.334 -3.135  C26 1.524, C28 1.537, H73 1.093, H74 1.090
28 C 4.656 -1.474 -2.370  C27 1.537, C29 1.529, H75 1.092, H76 1.094
29 C 4.444 -1.419 -0.856  C28 1.529, H77 1.090, H78 1.092, H79 1.093
30 O 1.100 2.074 -1.824  B15 1.388, B24 1.389
31 H 6.381 -0.942 2.047  C1 1.093
32 H 7.973 -0.593 2.691  C1 1.091
33 H 6.636 0.589 2.831  C1 1.089
34 H 6.799 1.217 0.517  C2 1.092
35 H 7.378 -0.359 0.083  C2 1.094
36 H 9.565 -0.002 0.625  C3 1.096
37 H 9.097 1.422 -0.252  C3 1.091
38 H 10.455 2.223 1.504  C4 1.093
39 H 9.852 1.044 2.642  C4 1.093
40 H 9.300 3.437 3.116  C5 1.095
41 H 7.959 2.325 3.201  C5 1.091
42 H 7.591 4.625 2.132  C6 1.097
43 H 6.933 3.262 1.266  C6 1.092
44 H 8.731 3.455 -0.429  C7 1.092
45 H 9.670 4.503 0.667  C7 1.094
46 H 8.013 6.267 0.411  C8 1.095
47 H 8.592 5.740 -1.185  C8 1.093
48 H 5.848 5.425 0.046  C9 1.094
49 H 6.458 4.083 -0.892  C9 1.097
50 H 6.741 6.778 -2.158  C10 1.094
51 H 6.481 5.214 -2.877  C10 1.092
52 H 4.443 7.028 -1.532  C11 1.094
53 H 4.467 6.468 -3.206  C11 1.095
54 H 4.088 4.432 -0.997  C12 1.094
55 H 3.594 4.330 -2.679  C12 1.091
56 H 2.191 6.524 -1.960  C13 1.095
57 H 2.318 5.796 -0.376  C13 1.093
58 H 1.147 4.505 -2.904  C14 1.092
59 H 0.222 5.117 -1.523  C14 1.098
60 H -0.625 2.906 2.276  C18 1.092
61 H 0.328 1.584 2.918  C18 1.097
62 H -1.777 0.571 2.751  C19 1.091
63 H -1.033 0.074 1.249  C19 1.093
64 H -2.396 2.673 1.013  C20 1.094
65 H -2.487 0.058 -0.542  C21 1.093
66 H -3.399 1.483 -1.001  C21 1.092
67 H -1.635 1.572 -0.990  C21 1.094
68 H -4.318 2.120 2.152  C22 1.090
69 H -3.888 0.433 2.310  C22 1.090
70 H -4.659 1.014 0.818  C22 1.091
71 H 2.269 0.512 -3.674  C26 1.089
72 H 3.325 0.648 -2.267  C26 1.093
73 H 2.677 -2.135 -2.779  C27 1.093
74 H 3.490 -1.435 -4.208  C27 1.090
75 H 5.111 -2.428 -2.643  C28 1.092
76 H 5.305 -0.649 -2.677  C28 1.094
77 H 5.337 -1.747 -0.325  C29 1.090
78 H 4.220 -0.408 -0.510  C29 1.092
79 H 3.609 -2.061 -0.563  C29 1.093
80 C -3.726 -2.898 -3.108  C81 1.511, H89 1.090, H90 1.090, H91 1.090
81 C -3.796 -1.584 -3.850  C80 1.511, O82 1.447, H92 1.087, H93 1.090
82 O -5.167 -1.205 -4.115  C81 1.447, C83 1.322
83 C -5.804 -0.614 -3.118  O82 1.322, O84 1.194, C85 1.546
84 O -5.376 -0.372 -2.030  C83 1.194
85 C -7.227 -0.213 -3.570  C83 1.546, F86 1.337, F87 1.341, F88 1.329
86 F -7.819 -1.198 -4.253  C85 1.337
87 F -7.157 0.866 -4.363  C85 1.341
88 F -7.981 0.085 -2.516  C85 1.329
89 H -4.258 -3.675 -3.657  C80 1.090
90 H -2.686 -3.204 -2.992  C80 1.090
91 H -4.176 -2.814 -2.119  C80 1.090
92 H -3.336 -1.660 -4.833  C81 1.087
93 H -3.299 -0.784 -3.302  C81 1.090
94 C 2.166 -5.143 -1.515  C95 1.512, H103 1.091, H104 1.090, H105 1.090
95 C 0.824 -4.503 -1.787  C94 1.512, O96 1.448, H106 1.088, H107 1.089
96 O 0.124 -5.210 -2.840  C95 1.448, C97 1.320
97 C -0.528 -6.298 -2.473  O96 1.320, O98 1.195, C99 1.546
98 O -0.626 -6.759 -1.375  C97 1.195
99 C -1.216 -6.938 -3.701  C97 1.546, F100 1.336, F101 1.340, F102 1.332
100 F -0.402 -6.975 -4.759  C99 1.336
101 F -2.308 -6.237 -4.037  C99 1.340
102 F -1.589 -8.183 -3.411  C99 1.332
103 H 2.755 -5.199 -2.431  C94 1.091
104 H 2.719 -4.557 -0.780  C94 1.090
105 H 2.046 -6.155 -1.130  C94 1.090
106 H 0.940 -3.483 -2.148  C95 1.088
107 H 0.205 -4.469 -0.892  C95 1.089
108 C -1.716 -11.000 -2.546  C109 1.511, H117 1.089, H118 1.089, H119 1.090
109 C -1.872 -10.901 -1.046  C108 1.511, O110 1.447, H120 1.088, H121 1.089
110 O -3.181 -11.349 -0.625  C109 1.447, C111 1.321
111 C -3.332 -12.654 -0.487  O110 1.321, O112 1.195, C113 1.547
112 O -2.514 -13.507 -0.667  C111 1.195
113 C -4.765 -12.963 0.005  C111 1.547, F114 1.337, F115 1.342, F116 1.329
114 F -5.677 -12.248 -0.661  C113 1.337
115 F -4.867 -12.663 1.309  C113 1.342
116 F -5.043 -14.254 -0.153  C113 1.329
117 H -2.510 -10.448 -3.046  C108 1.089
118 H -0.756 -10.583 -2.844  C108 1.089
119 H -1.763 -12.036 -2.880  C108 1.090
120 H -1.810 -9.867 -0.714  C109 1.088
121 H -1.109 -11.475 -0.522  C109 1.089
122 C -9.481 0.717 4.241  C123 1.512, H131 1.090, H132 1.090, H133 1.089
123 C -9.009 1.344 5.533  C122 1.512, O124 1.448, H134 1.083, H135 1.090
124 O -7.610 1.709 5.456  C123 1.448, C125 1.321
125 C -7.342 2.862 4.869  O124 1.321, O126 1.194, C127 1.546
126 O -8.116 3.642 4.400  C125 1.194
127 C -5.817 3.118 4.903  C125 1.546, F128 1.336, F129 1.342, F130 1.330
128 F -5.128 2.020 4.577  C127 1.336
129 F -5.450 3.493 6.139  C127 1.342
130 F -5.489 4.089 4.056  C127 1.330
131 H -8.857 -0.140 3.985  C122 1.090
132 H -10.512 0.381 4.350  C122 1.090
133 H -9.433 1.428 3.418  C122 1.089
134 H -9.068 0.636 6.351  C123 1.083
135 H -9.599 2.223 5.792  C123 1.090
136 C -11.230 4.293 11.130  C137 1.511, H145 1.090, H146 1.089, H147 1.089
137 C -10.108 3.735 10.286  C136 1.511, O138 1.448, H148 1.087, H149 1.089
138 O -10.282 2.317 10.057  C137 1.448, C139 1.321
139 C -11.101 1.984 9.076  O138 1.321, O140 1.195, C141 1.546
140 O -11.712 2.713 8.354  C139 1.195
141 C -11.136 0.445 8.926  C139 1.546, F142 1.334, F143 1.346, F144 1.328
142 F -11.225 -0.170 10.106  C141 1.334
143 F -10.004 0.040 8.322  C141 1.346
144 F -12.165 0.073 8.172  C141 1.328
145 H -11.311 3.744 12.068  C136 1.090
146 H -11.036 5.342 11.354  C136 1.089
147 H -12.184 4.222 10.609  C136 1.089
148 H -9.151 3.816 10.795  C137 1.087
149 H -10.031 4.246 9.327  C137 1.089
150 C 4.505 0.670 -8.540  C151 1.511, H159 1.090, H160 1.089, H161 1.089
151 C 4.623 2.148 -8.248  C150 1.511, O152 1.447, H162 1.087, H163 1.089
152 O 4.473 2.413 -6.833  C151 1.447, C153 1.322
153 C 5.556 2.245 -6.094  O152 1.322, O154 1.194, C155 1.544
154 O 6.642 1.902 -6.453  C153 1.194
155 C 5.238 2.602 -4.626  C153 1.544, F156 1.339, F157 1.342, F158 1.331
156 F 4.069 2.086 -4.229  C155 1.339
157 F 5.169 3.933 -4.473  C155 1.342
158 F 6.189 2.140 -3.817  C155 1.331
159 H 3.562 0.279 -8.158  C150 1.090
160 H 4.542 0.502 -9.616  C150 1.089
161 H 5.319 0.114 -8.076  C150 1.089
162 H 3.820 2.710 -8.720  C151 1.087
163 H 5.574 2.553 -8.590  C151 1.089

- E_LUMO (eV) = 0.33
- E_tot (eV) = -133736.47170
- gap between HOMO and LUMO (Eh) = 0.3965
- highest occupied orbital energy (eV) = -10.46
- spin multiplicity = 1

Atom charges from the Löwdin analysis, given in e for atoms 1 to 99: C -0.098; C -0.258; C -0.216; C -0.209; C -0.204; C -0.211; C -0.215; C -0.209; C -0.219; C -0.210; C -0.208; C -0.202; C -0.205; C -0.062; B -0.526; O 0.305; B -0.502; C -0.045; C -0.170; C -0.393; C -0.060; C -0.056; O 0.329; B -0.739; O 0.111; C -0.170; C -0.159; C -0.240; C -0.089; O 0.309; H 0.059; H 0.076; H 0.063; H 0.090; H 0.088; H 0.108; H 0.090; H 0.103; H 0.101; H 0.107; H 0.091; H 0.115; H 0.094; H 0.100; H 0.117; H 0.112; H 0.107; H 0.115; H 0.104; H 0.108; H 0.095; H 0.114; H 0.112; H 0.108; H 0.097; H 0.108; H 0.118; H 0.115; H 0.120; H 0.112; H 0.119; H 0.105; H 0.110; H 0.128; H 0.089; H 0.072; H 0.076; H 0.059; H 0.073; H 0.069; H 0.121; H 0.114; H 0.094; H 0.112; H 0.105; H 0.102; H 0.061; H 0.075; H 0.072; C -0.054; C -0.184; O 0.038; C -0.402; O 0.160; C -0.547; F 0.168; F 0.166; F 0.174; H 0.084; H 0.075; H 0.081; H 0.127; H 0.119; C -0.053; C -0.183; O 0.035; C -0.407; O 0.167; C -0.540